1.
Below is C48H24N10O7STa as an isolated structure at a distorted geometry, with properties calculated with wB97M-V/def2-TZVPD.

As for the energy above the lowest of the compared OMol25 structures with the same formula, charge and spin: 2.0639 eV. Its charge is -1. For the HOMO energy (spin up / spin down), the calculation gives -4.17 / -4.17 eV.

```
91
C48H24N10O7STa, DFT wB97M-V/def2-TZVPD
Ta -0.481 -0.153 -0.519
C -5.022 2.707 -4.309
C -5.742 1.506 -4.072
C -5.314 0.520 -3.185
C -4.205 0.768 -2.465
C -3.360 0.005 -1.656
N -2.323 0.751 -1.175
C -2.554 2.048 -1.651
N -1.896 3.132 -1.294
C -0.926 3.213 -0.516
C -0.604 4.494 0.150
C -0.933 5.821 -0.168
C -0.574 6.810 0.691
C 0.103 6.456 1.913
C 0.446 5.201 2.254
C 0.071 4.214 1.303
C 0.259 2.756 1.449
N 0.599 2.096 2.474
C 0.692 0.751 2.502
N -0.016 -0.152 1.687
C 0.125 -1.379 2.268
N -0.526 -2.589 1.949
C -1.523 -2.540 1.110
N -1.951 -1.456 0.307
C -3.067 -1.881 -0.454
N -3.659 -1.253 -1.348
C -3.298 -3.329 -0.125
C -4.137 -4.221 -0.779
C -4.060 -5.553 -0.442
C -3.202 -5.898 0.642
C -2.316 -5.006 1.264
C -2.328 -3.680 0.756
C 0.823 -1.310 3.483
C 1.097 -2.218 4.455
C 1.850 -1.713 5.505
C 2.346 -0.442 5.596
C 1.852 0.507 4.746
C 1.212 0.072 3.610
N 0.014 2.215 -0.007
C -3.675 2.060 -2.487
C -4.048 3.030 -3.428
H -5.340 3.245 -5.154
H -6.618 1.358 -4.624
H -5.764 -0.432 -3.051
H -1.508 6.065 -1.038
H -0.801 7.894 0.492
H 0.390 7.352 2.507
H 1.033 4.931 3.112
H -4.726 -3.813 -1.587
H -4.559 -6.405 -0.906
H -3.051 -6.930 0.867
H -1.652 -5.255 2.048
H 0.705 -3.241 4.400
H 2.206 -2.420 6.289
H 2.963 -0.090 6.450
H 1.919 1.551 4.920
H -3.520 4.003 -3.501
O 0.542 0.423 -4.423
C 0.185 0.009 -3.371
O 0.332 0.607 -2.235
C -0.401 -1.449 -3.191
O -0.481 -2.197 -4.090
O -0.767 -1.690 -1.945
N 6.054 3.418 -2.808
C 4.990 3.140 -2.437
C 3.758 2.877 -1.864
C 2.619 3.480 -2.395
C 1.355 3.267 -1.910
C 1.309 2.525 -0.653
C 2.418 1.841 -0.127
C 3.648 2.048 -0.734
H 2.723 4.120 -3.247
H 0.413 3.562 -2.401
H 2.395 1.265 0.811
H 4.555 1.571 -0.347
O 4.323 -1.779 3.011
S 4.377 -1.684 1.557
O 5.606 -1.318 0.959
N 3.150 -0.747 1.071
C 2.326 -1.369 0.309
O 1.433 -0.805 -0.417
C 2.628 -2.842 0.091
C 1.966 -3.831 -0.556
C 2.494 -5.117 -0.590
C 3.680 -5.389 0.127
C 4.394 -4.388 0.803
C 3.799 -3.142 0.807
H 1.075 -3.631 -1.054
H 2.116 -5.972 -1.205
H 4.143 -6.363 0.021
H 5.417 -4.614 1.176
```

Atom charges from the Löwdin analysis, given in e for atoms 1 to 5: number 1, Ta, carries 2.0668; number 2, C, carries -0.0873; number 3, C, carries -0.0705; number 4, C, carries -0.0213; number 5, C, carries -0.1524


2.
Below is a 7-piece molecular cluster, C21H56F2N12O6P overall at a distorted geometry, with properties calculated with wB97M-V/def2-TZVPD.

Its charge is +1. For the HOMO energy, the calculation gives -11.31 eV.

```
98
C21H56F2N12O6P, DFT wB97M-V/def2-TZVPD
C 7.898 -3.031 1.454
C 6.866 -3.689 0.496
C 6.757 -2.945 -0.873
C 5.495 -2.059 -1.006
C 5.427 -0.881 0.005
C 4.385 -1.080 1.147
C 3.095 -0.226 0.947
C 2.091 -0.698 2.039
C 0.878 0.240 2.228
C 0.010 0.419 0.966
C -0.640 -0.890 0.451
C -2.107 -0.707 -0.008
C -2.511 -2.034 -0.793
P -4.286 -2.397 -0.620
F -4.958 -2.141 -2.012
C -4.637 -4.119 -0.058
C -3.883 -4.488 1.227
F -5.991 -4.281 0.178
H 7.495 -2.171 2.012
H 8.799 -2.763 0.880
H 8.209 -3.780 2.206
H 7.232 -4.709 0.275
H 5.876 -3.815 0.971
H 6.684 -3.725 -1.658
H 7.685 -2.394 -1.106
H 5.549 -1.613 -2.017
H 4.558 -2.639 -0.966
H 5.140 0.032 -0.549
H 6.426 -0.671 0.431
H 4.088 -2.145 1.173
H 4.859 -0.791 2.103
H 2.702 -0.336 -0.076
H 3.386 0.821 1.159
H 2.664 -0.664 2.988
H 1.800 -1.753 1.899
H 1.202 1.232 2.580
H 0.239 -0.208 3.014
H -0.822 1.097 1.257
H 0.537 0.963 0.157
H -0.084 -1.213 -0.454
H -0.612 -1.729 1.166
H -2.812 -0.627 0.838
H -2.245 0.130 -0.709
H -2.312 -1.835 -1.862
H -1.868 -2.872 -0.480
H -4.812 -1.530 0.370
H -4.344 -4.831 -0.852
H -4.319 -4.031 2.134
H -2.811 -4.235 1.216
H -3.953 -5.593 1.393
C -2.468 -7.821 2.958
O -2.587 -7.011 2.044
N -1.355 -7.881 3.735
N -3.438 -8.722 3.265
H -1.234 -8.534 4.486
H -0.618 -7.229 3.533
H -4.274 -8.706 2.710
H -3.360 -9.393 4.007
C -2.438 3.332 2.768
O -1.806 2.284 2.719
N -2.562 4.055 3.913
N -3.064 3.860 1.681
H -3.072 4.916 3.976
H -2.111 3.694 4.734
H -2.992 3.354 0.818
H -3.577 4.722 1.697
C 1.913 4.221 -0.103
O 1.310 4.188 -1.170
N 3.191 4.669 -0.005
N 1.350 3.810 1.066
H 3.704 4.704 0.856
H 3.635 4.979 -0.851
H 0.403 3.473 1.030
H 1.825 3.829 1.949
C 1.891 -0.223 -3.369
O 2.585 -0.901 -2.633
N 0.866 0.555 -2.904
N 2.079 -0.181 -4.718
H 0.286 1.123 -3.493
H 0.702 0.553 -1.913
H 2.825 -0.739 -5.094
H 1.522 0.371 -5.343
C -2.157 5.368 -1.613
O -1.875 6.354 -0.960
N -1.227 4.507 -2.099
N -3.461 5.033 -1.915
H -1.458 3.693 -2.635
H -0.247 4.702 -1.902
H -4.180 5.644 -1.570
H -3.722 4.227 -2.451
C -6.300 7.048 -4.483
O -6.759 7.591 -5.468
N -4.996 6.646 -4.404
N -7.052 6.795 -3.368
H -4.596 6.196 -3.602
H -4.417 6.818 -5.206
H -8.015 7.079 -3.392
H -6.697 6.351 -2.544
```

Atom charges from the Löwdin analysis, given in e for atoms 1 to 5: number 1, C, carries -0.1169; number 2, C, carries -0.2508; number 3, C, carries -0.2202; number 4, C, carries -0.2190; number 5, C, carries -0.1970


3.
Below is an isolated ion of composition C4H9N2 and charge +1 at a distorted geometry, with properties calculated with wB97M-V/def2-TZVPD.

As for the energy above the lowest of the compared OMol25 structures with the same formula, charge and spin: 1.4994 eV. Its spin multiplicity is 3. Its charge is +1. Its expectation value of S² is 2.021. For the HOMO energy (spin up / spin down), the calculation gives -10.91 / -16.36 eV.

```
15
C4H9N2, DFT wB97M-V/def2-TZVPD
C -1.213 -0.353 0.023
C 1.284 -0.712 -0.186
C -2.133 0.900 -0.043
C 2.502 -0.074 -0.018
N 0.225 -0.016 -0.187
N -1.528 -1.483 0.311
H 1.251 -1.747 -0.311
H -3.125 0.685 0.102
H -2.102 1.473 -1.062
H -1.810 1.539 0.734
H 2.316 0.910 0.399
H 3.175 0.043 -0.889
H 3.244 -0.521 0.750
H 0.373 1.036 -0.131
H -2.459 -1.680 0.505
```

Atom charges from the Löwdin analysis, given in e for atoms 1 to 5: number 1, C, carries -0.3091; number 2, C, carries -0.2082; number 3, C, carries 0.0481; number 4, C, carries -0.0764; number 5, N, carries 0.0897


4.
Below is a 2-piece molecular cluster, CH5NO2 overall at a distorted geometry, with properties calculated with wB97M-V/def2-TZVPD.

As for the structure (SMILES): NC=O.O. As for the energy above the lowest of the compared OMol25 structures with the same formula, charge and spin: 0.2291 eV. For the HOMO energy, the calculation gives -10.40 eV.

```
9
CH5NO2, DFT wB97M-V/def2-TZVPD
C -0.640 0.736 0.942
N -1.029 -0.196 0.030
O 0.329 1.440 0.815
H -1.296 0.715 1.827
H -0.566 -0.158 -0.849
H -1.932 -0.587 0.048
H 1.532 -1.247 -0.475
H 1.882 0.103 -1.021
O 1.722 -0.805 -1.317
```

Atom charges from the Löwdin analysis, given in e for atoms 1 to 5: number 1, C, carries -0.4193; number 2, N, carries 0.1228; number 3, O, carries 0.0171; number 4, H, carries 0.1250; number 5, H, carries 0.0758


5.
Below is a 2-piece molecular cluster, C6H7N2O3 overall at a distorted geometry, with properties calculated with wB97M-V/def2-TZVPD.

As for the energy above the lowest of the compared OMol25 structures with the same formula, charge and spin: 2.7310 eV. Its charge is -1. For the HOMO energy (spin up / spin down), the calculation gives -4.24 / -4.24 eV.

```
18
C6H7N2O3, DFT wB97M-V/def2-TZVPD
C -2.354 1.590 -0.864
C -0.989 1.632 -0.855
C -1.659 -0.155 0.189
C 1.737 1.506 0.185
C 1.015 -0.771 1.077
C 0.780 0.289 0.074
N -2.723 0.473 -0.152
N -0.538 0.527 -0.220
O 2.572 1.926 -0.559
O 1.347 1.798 1.339
O 0.692 -1.399 -1.904
H -3.060 2.406 -0.981
H -0.396 2.314 -1.490
H -1.426 -1.133 0.723
H 0.636 -0.367 2.084
H 0.480 -1.740 0.682
H 2.133 -0.821 1.276
H 1.622 -1.631 -1.786
```

Atom charges from the Löwdin analysis, given in e for atoms 1 to 5: number 1, C, carries -0.1371; number 2, C, carries -0.0660; number 3, C, carries -0.1577; number 4, C, carries -0.7004; number 5, C, carries -0.0710


6.
Below is C20H29O19Pd2 as an isolated structure at a distorted geometry, with properties calculated with wB97M-V/def2-TZVPD.

Its spin multiplicity is 6. Its charge is +4. Its expectation value of S² is 8.770. For the HOMO energy (spin up / spin down), the calculation gives -19.20 / -19.20 eV.

```
70
C20H29O19Pd2, DFT wB97M-V/def2-TZVPD
Pd 1.458 -0.633 2.916
Pd 1.144 3.024 2.150
C -0.236 -0.636 -0.293
C 0.345 0.680 -0.035
O 0.739 0.796 1.316
H -1.006 -0.953 0.410
H 0.577 -1.355 -0.394
H -0.773 -0.707 -1.239
H -0.319 1.509 -0.281
H 1.273 0.815 -0.590
C -1.588 0.554 7.114
C -2.874 0.137 6.409
O -2.350 -0.365 5.204
C -1.076 0.046 4.971
O -0.410 -0.076 3.901
O -0.761 0.772 5.985
H -1.158 -0.208 7.764
H -1.699 1.495 7.653
H -3.565 0.973 6.295
H -3.271 -0.711 6.967
C 5.279 2.000 -1.554
C 4.033 2.430 -2.240
O 3.243 3.006 -1.232
C 3.719 2.501 -0.041
O 3.233 2.760 1.052
O 4.800 1.746 -0.270
H 6.016 2.803 -1.569
H 5.628 1.104 -2.068
H 3.431 1.552 -2.473
H 4.292 3.052 -3.096
C 0.745 -0.066 -4.035
C 0.678 1.424 -3.825
O -0.387 1.910 -4.524
C -1.135 0.868 -4.954
O -2.190 0.983 -5.516
O -0.462 -0.270 -4.739
H 0.896 -0.581 -3.086
H 1.499 -0.286 -4.791
H 1.552 1.972 -4.179
H 0.604 1.653 -2.762
C -0.856 4.690 -2.627
C 0.493 5.344 -2.794
O 0.970 5.503 -1.479
C 0.321 4.625 -0.686
O 0.766 4.276 0.386
O -0.715 4.090 -1.377
H -1.024 3.977 -3.434
H -1.648 5.433 -2.729
H 0.284 6.234 -3.387
H 1.235 4.698 -3.264
C -2.241 -4.884 2.748
C -3.033 -3.583 2.495
O -2.006 -2.676 2.416
C -0.827 -3.165 2.346
O 0.175 -2.504 2.357
O -0.926 -4.520 2.518
H -2.533 -5.662 2.042
H -2.298 -5.208 3.787
H -3.839 -3.524 3.226
H -3.613 -3.575 1.572
C -1.197 -4.878 -0.570
C -1.594 -4.631 -1.990
O -0.554 -3.893 -2.582
C 0.493 -4.007 -1.742
O 1.636 -3.633 -2.010
O 0.146 -4.393 -0.557
H -1.281 -5.948 -0.380
H -1.874 -4.281 0.040
H -2.561 -4.129 -2.031
H -1.821 -5.495 -2.614
```

Atom charges from the Löwdin analysis, given in e for atoms 1 to 5: number 1, Pd, carries 1.3246; number 2, Pd, carries 1.2228; number 3, C, carries -0.0610; number 4, C, carries -0.3525; number 5, O, carries -0.3027


What is the formula in the fourth record? CH5NO2